2 unconnected molecules or ions with the total composition C4H7O2 at a distorted geometry, computed with ωB97M-V with the def2-TZVPD basis set.

Geometry as XYZ:
```
13
Properties=species:S:1:pos:R:3
C -1.81701 0.66116 0.56905
C -0.47946 0.11285 0.28651
C 0.74070 0.56250 0.68653
C 1.89589 -0.09771 0.25657
O 3.04246 -0.32923 0.43553
H -2.45164 -0.10725 1.03920
H -1.84221 1.54880 1.19799
H -2.28742 0.92209 -0.39306
H -0.53692 -0.78219 -0.31275
H 0.93646 1.39629 1.37626
H 1.38507 -0.88710 -1.14972
O 1.02128 -1.66593 -1.67303
H 0.39282 -1.33428 -2.31909
```

As for the spin multiplicity: 2. The value obtained for the HOMO energy (spin up / spin down) is -7.261 / -10.661 eV. For the LUMO energy (spin up / spin down), the calculation gives -0.1 / 0.0 eV. The frontier orbital gap (spin up / spin down) comes out at 7.15 / 10.65 eV. The energy relative to the best compared isomer or geometry (same formula, charge and spin) is 133.4 kJ/mol.

And the Mulliken charges, in e, turn out to be:
1. C -1.196
2. C 0.058
3. C -0.281
4. C 0.119
5. O -0.391
6. H 0.298
7. H 0.338
8. H 0.289
9. H 0.498
10. H 0.312
11. H 0.342
12. O -0.688
13. H 0.303

A single C5H8O molecule, computed with ωB97M-V with the def2-TZVPD basis set.

Geometry as XYZ:
```
14
Properties=species:S:1:pos:R:3
C 0.49185 -0.34008 -1.50322
C -0.66352 -0.03775 -0.57595
C -0.91859 -0.83173 0.65854
C -0.42963 0.59136 0.79334
C 0.96054 0.86647 1.22284
O 1.36199 1.96686 1.52597
H 1.21813 -1.02045 -1.04346
H 0.12870 -0.81554 -2.41945
H 1.02666 0.57738 -1.78982
H -1.54535 0.36042 -1.07358
H -0.19859 -1.61427 0.89541
H -1.93985 -1.05130 0.96197
H -1.13370 1.36238 1.09001
H 1.64135 -0.01375 1.25739
```

The value obtained for the HOMO energy is -9.761 eV. For the LUMO energy, the calculation gives 1.1 eV. The SMILES is C[C@H]1C[C@H]1C=O. The frontier orbital gap comes out at 10.82 eV. The energy relative to the best compared isomer or geometry (same formula, charge and spin) is 112.5 kJ/mol.

And the Mulliken charges, in e, turn out to be:
1. C -1.341
2. C 0.283
3. C -0.785
4. C 0.059
5. C -0.203
6. O -0.495
7. H 0.280
8. H 0.382
9. H 0.310
10. H 0.340
11. H 0.237
12. H 0.260
13. H 0.390
14. H 0.282

4 unconnected molecules or ions with the total composition C21H38BN5O5PS at a distorted geometry, computed with ωB97M-V with the def2-TZVPD basis set.

Geometry as XYZ:
```
72
Properties=species:S:1:pos:R:3
C -4.68896 2.41916 2.74747
O -3.35282 2.14281 3.17001
C -2.32721 2.87451 2.52851
C -1.40069 1.86330 1.85118
C -0.53062 1.12433 2.66557
B -0.42645 1.27235 4.25553
O -1.30415 0.68834 5.10101
O 0.68652 1.93009 4.76723
C 0.66849 3.34776 4.66393
C 0.31407 0.17452 2.07983
C 0.26560 -0.01909 0.69030
C -0.60589 0.72888 -0.05588
S -0.55882 0.36424 -1.84352
C -2.14104 -0.29637 -2.39118
O -0.17803 1.56531 -2.55134
O 0.40397 -0.70112 -2.01889
N -1.42289 1.66091 0.50957
P -2.53110 2.65298 -0.48000
N -2.14532 4.15395 -0.35056
H -4.74541 2.97008 1.80928
H -5.19566 1.45977 2.59620
H -5.23068 2.92914 3.54518
H -1.76681 3.40117 3.30298
H -2.68808 3.64960 1.84546
H -0.96233 0.82465 5.99537
H -0.22917 3.79478 5.10753
H 0.73415 3.66811 3.61463
H 1.52949 3.77626 5.17278
H 1.00217 -0.40483 2.68204
H 0.89713 -0.76483 0.22678
H -2.49118 0.35770 -3.19217
H -2.02293 -1.30916 -2.76294
H -2.86994 -0.23394 -1.57924
H -2.50728 2.21663 -1.81349
H -3.79092 2.31041 0.03683
H -1.92889 4.56660 -1.25119
C 4.63004 1.03440 -1.65406
C 3.49421 2.04922 -1.60766
C 3.63460 3.08343 -0.48854
C 3.50711 2.45643 0.82676
N 3.36695 1.92837 1.83742
H 4.66751 0.43446 -0.74231
H 4.48713 0.35543 -2.49357
H 5.59547 1.52781 -1.77856
H 2.54211 1.52556 -1.49728
H 3.45359 2.57422 -2.56303
H 2.84983 3.83634 -0.58451
H 4.58737 3.60973 -0.56471
C -3.10601 -3.95447 -0.66448
C -4.40188 -3.73039 0.10751
C -5.63003 -3.61018 -0.80043
C -5.58534 -2.41955 -1.64942
N -5.55635 -1.49204 -2.32681
H -2.87555 -3.10549 -1.31060
H -2.27029 -4.08596 0.02336
H -3.16901 -4.84696 -1.28796
H -4.31074 -2.83454 0.72659
H -4.56015 -4.56885 0.78667
H -6.53312 -3.56205 -0.18970
H -5.72159 -4.49669 -1.42993
C 3.88935 -2.75097 -2.46405
C 5.10482 -3.42037 -1.83185
C 6.12666 -3.89576 -2.86802
C 5.59055 -4.95933 -3.71600
N 5.16274 -5.79948 -4.37023
H 3.33254 -3.44857 -3.09121
H 3.21167 -2.38434 -1.69142
H 4.18681 -1.90150 -3.08090
H 4.77984 -4.26331 -1.21928
H 5.59705 -2.71248 -1.16149
H 7.01758 -4.27050 -2.36132
H 6.44620 -3.06062 -3.49384
```

The value obtained for the HOMO energy is -12.979 eV. For the LUMO energy, the calculation gives -4.7 eV. The frontier orbital gap comes out at 8.26 eV. As for the total charge: +1.

And the Mulliken charges, in e, turn out to be:
1. C -0.785
2. O -0.346
3. C -1.128
4. C 0.272
5. C 0.557
6. B 0.827
7. O -0.504
8. O -0.546
9. C -0.672
10. C -0.940
11. C -0.340
12. C -0.452
13. S 1.424
14. C -1.261
15. O -0.622
16. O -0.684
17. N 0.473
18. P 0.430
19. N -0.683
20. H 0.348
21. H 0.289
22. H 0.261
23. H -0.014
24. H 0.812
25. H 0.342
26. H 0.322
27. H 0.255
28. H 0.268
29. H 0.470
30. H 0.816
31. H 0.440
32. H 0.466
33. H 0.385
34. H 0.086
35. H 0.072
36. H 0.272
37. C -1.117
38. C 0.105
39. C -0.492
40. C 0.238
41. N -0.466
42. H 0.353
43. H 0.194
44. H 0.363
45. H -0.187
46. H 0.405
47. H 0.314
48. H 0.352
49. C -0.806
50. C -0.405
51. C -0.459
52. C 0.303
53. N -0.451
54. H -0.011
55. H 0.322
56. H 0.361
57. H 0.257
58. H 0.316
59. H 0.296
60. H 0.298
61. C -0.772
62. C -0.433
63. C -0.496
64. C 0.246
65. N -0.408
66. H 0.457
67. H 0.029
68. H 0.199
69. H 0.330
70. H 0.278
71. H 0.308
72. H 0.270

A single C2H4N2O3 molecule at a distorted geometry, computed with ωB97M-V with the def2-TZVPD basis set.

Geometry as XYZ:
```
11
Properties=species:S:1:pos:R:3
O 1.86144 -1.76229 0.74219
C 1.18859 -0.93970 0.01730
N 0.07045 -0.47927 0.46040
O -0.46179 -0.68594 1.64930
C -0.63625 0.49105 -0.21211
N -0.42468 1.00423 -1.35647
O -1.37955 2.13138 -1.39132
H 1.68905 -0.42925 -0.83145
H 0.05835 -1.32200 2.21180
H -1.46974 0.94238 0.46838
H -1.27293 2.36092 -2.40868
```

The value obtained for the HOMO energy is -9.325 eV. For the LUMO energy, the calculation gives 0.6 eV. The SMILES is O=CN(O)/C=N/O. The frontier orbital gap comes out at 9.94 eV. The energy relative to the best compared isomer or geometry (same formula, charge and spin) is 537.8 kJ/mol.

And the Mulliken charges, in e, turn out to be:
1. O -0.637
2. C 0.069
3. N 0.300
4. O -0.442
5. C 0.052
6. N -0.367
7. O -0.407
8. H 0.337
9. H 0.371
10. H 0.352
11. H 0.372